12
Properties=species:S:1:pos:R:3 method="wB97M-V/def2-TZVPD" e_homo_ev=-9.3 homo_lumo_gap_ev=9.682 e_lumo_ev=0.362 spin_multiplicity=1 total_charge=0 relative_energy_kj_mol=641.5
C -2.32378 0.21296 0.10613
C 1.28128 -0.03373 -0.33582
H -2.73128 0.16931 1.22893
H -2.34196 1.49240 -0.06798
H -3.25771 -0.39986 -0.62479
H -0.89216 -1.06044 0.53346
N -1.00734 -0.56298 -0.26560
N 0.13814 0.28638 -0.39141
N 3.40841 -0.68741 0.03627
N 3.41606 0.63490 0.08651
O 2.07752 -1.10607 -0.13125
O 2.23282 1.05454 -0.17446

12
Properties=species:S:1:pos:R:3 method="wB97M-V/def2-TZVPD" e_homo_ev="-9.2 / -9.2" homo_lumo_gap_ev="8.338 / 8.341" e_lumo_ev="-0.854 / -0.850" spin_multiplicity=1 total_charge=0 relative_energy_kj_mol=628.1
C -0.22741 0.92314 -1.15361
C 0.08532 0.94132 0.22217
N -0.39755 -0.38268 -1.66645
N -0.54500 -1.47669 -1.03864
N -0.09125 -0.28630 0.78897
N 0.57211 -0.36061 1.98870
O 0.65331 0.66081 2.64738
O 1.04296 -1.45980 2.25678
H -0.15362 1.73338 -1.99199
H 0.51393 1.73501 0.85218
H -0.41511 -0.49750 -2.66393
H -1.03769 -1.53005 -0.24156

12
Properties=species:S:1:pos:R:3 method="wB97M-V/def2-TZVPD" e_homo_ev=-10.3 homo_lumo_gap_ev=9.250 e_lumo_ev=-1.015 spin_multiplicity=1 total_charge=0 relative_energy_kj_mol=544.4
C 1.02577 -0.19008 -1.19196
C -0.76712 0.52430 0.95234
H 1.38423 0.77047 -0.78135
H 1.44324 -0.33253 -2.28675
H 1.46410 -1.01097 -0.76240
H -1.89002 1.93931 0.27790
N -1.03361 -0.48530 -0.03687
N 0.24386 -1.23438 1.72974
N 0.10555 -0.00179 1.92379
N -1.20100 1.71427 0.99020
O -0.44417 -0.10716 -1.20796
O -0.33082 -1.58614 0.39332

12
Properties=species:S:1:pos:R:3 method="wB97M-V/def2-TZVPD" e_homo_ev=-8.5 homo_lumo_gap_ev=9.204 e_lumo_ev=0.691 spin_multiplicity=1 total_charge=0 relative_energy_kj_mol=162.1
C 0.41799 0.27455 -0.24807
C -1.67366 -0.51128 0.01717
H 3.20780 -0.80794 -0.24044
H 1.76203 -1.77121 0.11005
H -0.13812 1.96009 0.70133
H -2.40119 1.35462 -0.39149
N 2.26489 -0.85502 0.25810
N 1.69911 0.33899 -0.13631
N -0.49420 1.38737 -0.10129
N -1.84408 0.88646 0.21483
O -2.45364 -1.46232 -0.01467
O -0.34693 -0.79431 -0.16921

12
Properties=species:S:1:pos:R:3 method="wB97M-V/def2-TZVPD" e_homo_ev=-8.6 homo_lumo_gap_ev=9.019 e_lumo_ev=0.381 spin_multiplicity=1 total_charge=0 relative_energy_kj_mol=576.1
C 1.22301 -0.24204 -0.22178
C 0.23811 0.65758 -0.44376
H 3.17156 -0.51662 0.53082
H -0.61140 -1.81740 0.59174
H -2.93875 0.06021 -0.11592
H -0.83854 2.33060 0.06576
N 0.76579 -1.36359 -0.13339
N -0.61537 -1.40271 -0.38513
N -1.00566 -0.08228 -0.34754
N 0.21380 1.92445 -0.29145
O 2.43528 0.24135 0.26311
O -2.03781 0.21044 0.48753

12
Properties=species:S:1:pos:R:3 method="wB97M-V/def2-TZVPD" e_homo_ev=-7.7 homo_lumo_gap_ev=8.140 e_lumo_ev=0.408 spin_multiplicity=1 total_charge=0 relative_energy_kj_mol=280.2
C -0.62310 0.40514 -0.17805
C 1.44685 0.15529 -0.27273
H -3.25730 -0.77662 0.58771
H -1.80057 -1.62031 0.20180
H 2.25688 -1.60198 0.07875
H 1.74621 2.10948 0.41848
N -2.47723 -0.95427 -0.13425
N -1.87090 0.21129 -0.01309
N 0.40029 -0.59015 -0.42906
N 1.21197 1.52648 -0.17850
O -0.12595 1.63931 -0.07281
S 3.09284 -0.50366 -0.00824

12
Properties=species:S:1:pos:R:3 method="wB97M-V/def2-TZVPD" e_homo_ev=-9.3 homo_lumo_gap_ev=9.348 e_lumo_ev=0.025 spin_multiplicity=1 total_charge=0 relative_energy_kj_mol=251.7
C -1.29125 -0.55007 0.06921
C 1.04847 -0.61269 -0.13607
H 1.30485 2.44371 -0.53489
H 1.62743 1.85651 0.92386
H -3.22646 -0.54849 -0.34690
H -0.10628 -2.40861 0.53162
N 0.89147 2.04949 0.27705
N 0.54599 0.76102 -0.42537
N -2.39057 -1.17674 -0.00210
N -0.10589 -1.35434 0.05870
O -0.92806 0.64069 -0.30618
S 2.63029 -1.10048 -0.10894

11
Properties=species:S:1:pos:R:3 method="wB97M-V/def2-TZVPD" e_homo_ev=-9.2 homo_lumo_gap_ev=9.913 e_lumo_ev=0.698 spin_multiplicity=1 total_charge=0 relative_energy_kj_mol=189.3
C 1.41087 -1.21790 -0.07012
C -0.59370 -0.56103 -0.00552
H -0.10793 2.32618 -0.83413
H 0.28341 2.35922 0.66653
H 2.35525 -1.71554 0.04887
H -2.58263 -1.63848 0.59307
N -0.27560 1.84700 -0.02795
N 0.15610 0.50641 0.02473
N 1.51965 0.12540 -0.16501
N 0.13707 -1.64054 -0.09796
S -2.30249 -0.39071 -0.13252

11
Properties=species:S:1:pos:R:3 method="wB97M-V/def2-TZVPD" e_homo_ev=-8.8 homo_lumo_gap_ev=9.165 e_lumo_ev=0.320 spin_multiplicity=1 total_charge=0 relative_energy_kj_mol=161.1
C 0.05631 0.42316 -1.03152
C 0.46669 -1.12520 1.36195
H -0.56832 1.77903 -2.16443
H 1.59014 -0.71770 -1.51435
H 0.77389 -1.55669 2.30507
H -1.42290 -0.62178 2.02285
N 0.12392 1.04753 -2.12602
N 0.87929 -0.65811 -0.82132
N 1.32704 -1.10229 0.42743
N -0.82428 -0.63177 1.20786
S -0.87828 0.92137 0.40954

12
Properties=species:S:1:pos:R:3 method="wB97M-V/def2-TZVPD" e_homo_ev=-9.4 homo_lumo_gap_ev=9.478 e_lumo_ev=0.095 spin_multiplicity=1 total_charge=0 relative_energy_kj_mol=189.2
C 0.64849 1.06644 0.24143
C -1.10804 -1.93368 -0.53628
H 2.32222 -0.17583 -0.01906
H 2.39214 0.83475 1.34617
H -0.92274 -2.99670 -0.74583
H -2.19226 -1.55606 -0.61995
N 1.89892 0.54460 0.49168
N 0.07705 2.26637 0.53837
N -1.24316 2.08608 0.18106
N -1.43656 0.87756 -0.27870
N -0.33715 0.15790 -0.13091
N -0.09892 -1.17144 -0.46799

12
Properties=species:S:1:pos:R:3 method="wB97M-V/def2-TZVPD" e_homo_ev=-8.9 homo_lumo_gap_ev=8.750 e_lumo_ev=-0.134 spin_multiplicity=1 total_charge=0 relative_energy_kj_mol=418.7
C 1.81775 0.46399 -0.01736
C -1.78364 0.01143 -0.13548
H 3.36369 -0.50515 0.11330
H 2.16284 1.57794 0.57596
H -2.97423 -1.55360 0.27519
H -0.02000 -1.65689 -0.34307
N 2.31720 -0.70301 0.05419
N 0.42103 0.49122 -0.10622
N -0.28434 1.53660 -0.11302
N -1.51835 1.46319 -0.06918
N -2.92245 -0.57623 0.22034
N -0.57949 -0.54948 -0.45464

13
Properties=species:S:1:pos:R:3 method="wB97M-V/def2-TZVPD" e_homo_ev="-14.3 / -14.3" homo_lumo_gap_ev="8.420 / 8.419" e_lumo_ev="-5.914 / -5.915" spin_multiplicity=1 total_charge=+1 relative_energy_kj_mol=370.7
C -0.06724 2.42994 -1.49307
C -0.36815 1.12809 0.48813
N 0.68970 2.64551 -3.74867
N -0.55376 3.13499 -0.52047
N -0.80167 2.45191 0.52600
N 0.38019 2.56364 -2.67355
N 0.17287 0.91189 -0.69591
N -0.46566 0.28299 1.52292
N 0.38767 -0.28981 -1.10725
H -0.70103 0.87465 2.34467
H 0.25271 -0.49778 1.47160
H 1.36176 -0.29852 -1.51351
H -0.29035 -0.76952 -1.74201

8
Properties=species:S:1:pos:R:3 method="wB97M-V/def2-TZVPD" e_homo_ev=-17.3 homo_lumo_gap_ev=12.784 e_lumo_ev=-4.520 spin_multiplicity=1 total_charge=+1 relative_energy_kj_mol=186.0
C -0.06766 0.00543 0.08558
C -0.32059 0.30799 -1.27459
N 0.14205 -0.31748 1.17506
O 0.39029 -0.35904 2.42901
H 1.12544 -1.04302 2.45248
H -0.45096 1.41334 -1.43721
H 0.54431 0.03630 -2.05243
H -1.36288 -0.04351 -1.37790

9
Properties=species:S:1:pos:R:3 method="wB97M-V/def2-TZVPD" e_homo_ev="-15.2 / -14.2" homo_lumo_gap_ev="9.068 / 6.618" e_lumo_ev="-6.094 / -7.623" spin_multiplicity=1 total_charge=+1 relative_energy_kj_mol=444.4
C -1.88489 -0.25234 0.01064
C -0.77363 -0.93281 -0.36783
N 1.63518 0.93808 0.21511
O -2.85403 0.28785 0.26338
O 0.72139 0.79330 -0.57396
H -0.23907 -1.48114 0.56091
H -0.41505 -1.21118 -1.26080
H 2.46170 0.33502 0.05410
H 1.34839 1.52323 1.09844

9
Properties=species:S:1:pos:R:3 method="wB97M-V/def2-TZVPD" e_homo_ev=-16.2 homo_lumo_gap_ev=9.028 e_lumo_ev=-7.135 spin_multiplicity=1 total_charge=+1 relative_energy_kj_mol=378.6
C 0.77014 -0.81386 -2.08135
C -0.12646 -0.24056 -0.99250
N -0.23513 0.29019 1.30623
O 0.60233 -0.49747 -3.18533
O 0.39162 -0.14376 0.13528
H 1.56448 -1.46205 -1.52936
H -1.09373 0.13269 -1.13632
H -1.01987 0.96724 1.31268
H 0.54044 0.52196 1.95600

9
Properties=species:S:1:pos:R:3 method="wB97M-V/def2-TZVPD" e_homo_ev="-14.2 / -14.2" homo_lumo_gap_ev="4.710 / 4.713" e_lumo_ev="-9.499 / -9.497" spin_multiplicity=1 total_charge=+1 relative_energy_kj_mol=495.5
C -1.19604 0.34020 0.20097
C -0.62854 -1.00301 0.31166
N 3.41782 0.79089 -1.10972
O 2.54746 1.40210 -0.93891
O 0.18000 0.13121 0.15346
H -1.67629 0.59858 -0.68080
H -1.63693 0.82416 1.19884
H -0.38877 -1.30273 1.30828
H -0.61869 -1.78142 -0.44378

9
Properties=species:S:1:pos:R:3 method="wB97M-V/def2-TZVPD" e_homo_ev=-15.8 homo_lumo_gap_ev=11.264 e_lumo_ev=-4.535 spin_multiplicity=1 total_charge=+1 relative_energy_kj_mol=201.1
C 1.55908 0.25702 0.10679
C 0.18938 -0.30215 0.38607
N -1.12430 0.10942 -0.23674
O 2.41111 0.93062 0.50521
O 1.16377 -0.76712 -0.64579
H 0.02023 -1.06884 1.27116
H -1.82681 -0.08247 0.39441
H -1.16876 -0.18738 -1.24218
H -1.22369 1.11090 -0.53893

9
Properties=species:S:1:pos:R:3 method="wB97M-V/def2-TZVPD" e_homo_ev="-11.5 / -16.4" homo_lumo_gap_ev="5.042 / 9.187" e_lumo_ev="-6.481 / -7.220" spin_multiplicity=3 total_charge=+1 relative_energy_kj_mol=480.1
C -1.76808 0.61888 1.56274
C 0.78086 -1.07453 -1.28317
N 0.54668 0.76173 0.02400
O -0.80730 0.09686 1.26277
O 1.27523 -0.14085 -0.60916
H -2.39475 1.49592 1.43258
H 1.46178 -1.84342 -1.63139
H -0.28531 -1.30287 -1.26224
H 1.19088 1.38829 0.50385

10
Properties=species:S:1:pos:R:3 method="wB97M-V/def2-TZVPD" e_homo_ev=-9.7 homo_lumo_gap_ev=9.944 e_lumo_ev=0.211 spin_multiplicity=1 total_charge=0 relative_energy_kj_mol=281.2
C 1.17949 0.40830 0.39654
C 2.09387 0.40354 -0.55976
N -1.41565 -1.28254 -0.34331
O 0.37471 0.18475 1.20231
O -1.45914 1.20622 -0.65515
P -1.53510 0.10463 0.28576
H 2.19966 -0.57929 -0.81977
H 2.42625 1.24786 -1.18676
H -1.65430 -2.14815 0.14885
H -2.20980 0.45468 1.53127

12
Properties=species:S:1:pos:R:3 method="wB97M-V/def2-TZVPD" e_homo_ev=-8.9 homo_lumo_gap_ev=8.714 e_lumo_ev=-0.190 spin_multiplicity=1 total_charge=0 relative_energy_kj_mol=0.0
C -0.79664 0.27036 0.68314
C -1.17531 -0.63424 -0.49077
N 1.67733 1.15576 -0.24782
O 1.15202 2.21922 -0.53774
O 2.77093 0.77408 -0.64628
P 1.01838 -0.02676 1.11639
S -0.65339 -2.34541 -0.03683
S 1.38808 -1.88564 0.13958
H -0.86677 1.27332 0.37906
H -1.37850 0.30685 1.57839
H -2.25206 -0.60601 -0.40385
H -0.88407 -0.50154 -1.53325

no.,F_max (Eh/bohr),E_tot (eV),molecular weight (Da)
1,0.11737,-12186.839,116.08
2,0.11729,-12186.977,116.08
3,0.08432,-12187.845,116.08
4,0.11159,-12191.807,116.08
5,0.18249,-12187.516,116.08
6,0.11692,-20978.111,132.15
7,0.08628,-20978.406,132.15
8,0.08438,-18932.589,116.15
9,0.02179,-18932.882,116.15
10,0.06081,-11076.255,112.10
11,0.13890,-11073.876,112.10
12,0.12883,-12557.551,126.10
13,0.07536,-5665.404,58.06
14,0.12754,-7711.350,74.06
15,0.08218,-7712.032,74.06
16,0.08107,-7710.821,74.06
17,0.10189,-7713.872,74.06
18,0.07538,-7707.677,74.06
19,0.07021,-17010.495,105.03
20,0.05264,-38680.405,169.17